Record 1
28
Properties=species:S:1:pos:R:3:forces:R:3 method="wB97M-V/def2-TZVPD" lumo_ev=-5.616 total_charge=+1 spin_multiplicity=1 homo_energy_ha=-0.51923 orbital_gap_ev=8.513 e_above_lowest_kj_mol=745.6
C -0.85261 0.38770 -0.22820 2.072 -1.918 1.275
C 0.80420 0.35584 0.13689 -2.974 -2.530 -0.203
C -1.69760 2.30153 1.35899 -1.731 -0.577 -1.184
C 3.27931 -0.21090 -1.21453 1.252 -1.729 -2.780
C -2.60315 -1.07491 -1.06601 1.607 -2.191 0.272
C -1.54484 1.65997 -0.01927 2.117 2.542 -2.528
C 2.98736 -0.70658 0.15900 1.542 2.834 1.669
N -1.27077 -0.75954 -0.56468 0.392 0.559 -0.004
N 1.51805 -0.74837 0.31295 -2.077 1.314 -0.778
N 1.40784 1.64014 0.27028 0.323 1.719 -0.476
N 0.91716 -1.98411 0.35963 0.552 3.410 1.562
O 1.05921 2.52885 -0.51161 0.846 -1.418 0.839
O 2.16011 1.76336 1.20928 0.091 0.549 0.164
H -0.86549 2.83343 1.71718 1.164 0.294 0.689
H -2.17052 1.60220 2.03152 0.549 -0.403 0.604
H -2.51235 3.00902 1.23163 0.150 0.475 -0.077
H 3.06337 0.77246 -1.40920 -0.904 2.759 0.343
H 4.37727 -0.16986 -1.45514 -0.936 -0.826 0.360
H 2.69736 -0.68139 -2.07793 0.974 -0.222 1.286
H -3.16036 -1.63674 -0.32973 0.074 -0.276 0.390
H -3.18184 -0.28034 -1.32762 -1.456 2.505 -0.819
H -2.47289 -1.74435 -1.93392 -0.043 0.338 0.361
H -1.01113 2.36175 -0.82588 -1.007 -0.985 2.093
H -2.46965 1.62571 -0.50269 -1.803 -0.660 -0.397
H 3.40648 -1.67485 0.33128 -0.019 -0.569 0.414
H 3.46326 0.13524 0.91109 -1.393 -2.735 -1.526
H -0.06296 -1.95785 0.16933 -0.883 -0.002 -0.635
H 1.52202 -2.66416 0.07097 1.522 -2.259 -0.913

Record 2
29
Properties=species:S:1:pos:R:3:forces:R:3 method="wB97M-V/def2-TZVPD" lumo_ev="-4.674 / -4.674" total_charge=+1 smiles=[NH+]#CCN(CN1CCOCC1)[N@H+]([S-])S spin_multiplicity=1 homo_energy_ha="-0.44482 / -0.44482" orbital_gap_ev="7.430 / 7.430" e_above_lowest_kj_mol=405.0
C -2.44528 -1.92223 -0.89562 -3.095 -4.557 -0.540
C -1.55112 -0.87560 -0.75769 0.265 2.723 -0.564
C 1.01623 -0.72405 1.21849 1.393 1.823 0.215
C 1.48188 0.99504 -0.63175 1.449 1.143 4.369
C 2.29268 -1.43200 0.65316 -1.535 -1.759 0.301
C 2.81509 0.30212 -0.88410 -0.060 -2.899 -1.860
C -0.69125 0.94190 0.48454 2.116 0.058 2.136
N -2.81268 -3.00028 -1.27642 1.488 3.512 0.701
N -1.75280 -0.01574 0.37127 0.094 1.171 3.232
N 0.49138 0.20397 0.22900 2.833 0.883 -3.182
N -3.00572 0.53145 0.72807 0.086 1.927 -0.709
O 3.24809 -0.59442 0.12207 -0.153 0.994 0.564
S -4.15823 -0.65161 0.82969 -1.416 -1.722 -0.427
S -3.48907 2.11711 -0.53410 -0.159 -0.473 0.885
H -0.47472 -1.21299 -0.70108 -0.825 0.344 -0.098
H -1.65231 -0.19714 -1.64045 0.176 -0.887 -0.325
H 0.11672 -1.30744 1.31990 0.350 -1.218 1.261
H 1.32808 -0.13428 2.09456 -0.469 -0.414 0.376
H 1.78821 1.88799 0.00216 -0.615 -0.452 -0.647
H 1.05802 1.37388 -1.51867 -0.714 0.100 -1.094
H 2.91405 -2.08089 1.28624 -0.864 0.475 0.828
H 1.79566 -2.21484 0.03019 0.824 0.518 -1.122
H 2.61948 -0.42694 -1.71898 0.249 0.882 -0.114
H 3.74851 0.86495 -1.13074 -1.389 0.260 0.156
H -0.58848 1.56873 1.46589 -0.953 -1.458 -1.059
H -0.74708 1.66560 -0.26227 -0.348 1.479 -1.531
H -3.69506 -3.36062 -1.57688 -0.502 -0.545 0.096
H -3.03419 1.14643 1.60656 1.160 -1.414 -1.382
H -4.48960 2.56260 0.30370 0.612 -0.494 -0.465

Record 3
34
Properties=species:S:1:pos:R:3:forces:R:3 method="wB97M-V/def2-TZVPD" lumo_ev=2.667 total_charge=-1 spin_multiplicity=1 homo_energy_ha=-0.16822 orbital_gap_ev=7.245 e_above_lowest_kj_mol=38.3
Pd 0.09582 0.37055 -0.06176 -1.066 -0.381 -0.128
C 0.71059 -2.13423 5.18609 0.013 -0.002 0.021
C -0.30038 -2.30605 4.11790 0.020 -0.018 0.058
N -1.36578 -3.03151 4.19795 0.002 -0.046 0.083
N -1.97192 -2.86338 2.98003 0.040 0.062 -0.088
C -1.31214 -2.04170 2.13971 0.011 0.098 0.025
S -1.74809 -1.56582 0.61403 -0.013 -0.043 -0.028
N -0.20958 -1.69068 2.89103 -0.115 -0.029 -0.123
N 0.77517 -0.86091 2.42933 0.110 -0.076 0.090
H 0.44252 -2.76871 6.02673 0.000 0.002 0.003
H 0.74960 -1.09569 5.51693 -0.002 0.004 -0.015
H 1.70354 -2.40753 4.82830 0.002 -0.007 0.003
H -2.84909 -3.30292 2.77414 -0.012 -0.008 0.015
H 1.66611 -1.30963 2.29278 0.012 0.001 -0.005
H 0.76716 0.05989 2.83941 -0.069 0.053 -0.074
S 3.88683 -2.15431 -1.36999 -0.133 0.066 0.025
C 2.43172 -1.47711 -1.02856 0.039 -0.267 0.003
N 1.38918 -1.02245 -0.76543 0.421 0.415 -0.057
C 0.89848 3.66480 -0.03021 0.177 -0.013 -0.140
Si 1.49792 1.98740 -0.66083 0.235 0.176 -0.127
C 3.21161 1.70250 0.09277 -0.064 0.118 -0.064
C 1.68573 2.09151 -2.53820 0.126 0.071 0.125
H 1.61612 4.43764 -0.32927 -0.012 0.017 0.027
H 0.81938 3.66432 1.05684 0.003 -0.019 0.030
H -0.07861 3.92190 -0.43573 -0.042 -0.018 -0.035
H 3.92560 2.43522 -0.29778 -0.002 0.028 0.006
H 3.59975 0.70825 -0.12811 -0.002 -0.017 -0.023
H 3.17431 1.82703 1.17810 -0.023 -0.018 0.022
H 2.36856 2.91084 -2.79001 -0.010 -0.013 -0.044
H 0.73102 2.27844 -3.03097 -0.045 0.000 0.032
H 2.10082 1.16486 -2.93757 0.000 -0.027 0.024
O -1.61290 1.81860 0.21843 0.430 -0.301 0.018
N -1.66689 2.04836 1.45083 0.030 0.108 -0.063
O -0.71596 1.58793 2.09039 -0.062 0.084 0.403

Record 4
24
Properties=species:S:1:pos:R:3:forces:R:3 method="wB97M-V/def2-TZVPD" lumo_ev=0.896 total_charge=0 smiles=CN(C)[C@]1(C)OC1(C)C spin_multiplicity=1 homo_energy_ha=-0.30854 orbital_gap_ev=9.292 e_above_lowest_kj_mol=175.4
C 1.29855 -0.26207 -0.24374 -0.186 0.099 -0.186
C -2.15734 -0.14311 -1.21670 0.096 0.057 0.136
C -1.70894 -0.49170 1.13474 0.091 0.078 -0.227
C 1.34143 -1.77084 -0.25089 -0.200 0.306 -0.176
C 2.51369 0.38786 0.37728 -0.176 0.140 -0.496
C -0.12429 1.87603 0.24287 0.020 -0.301 -0.304
N -1.15838 -0.39024 -0.19864 0.012 0.140 -0.361
C 0.00836 0.45859 -0.29971 -0.263 -0.360 1.186
O 0.73418 0.31573 -1.47674 0.688 -0.263 -0.073
H -2.76875 0.74907 -1.01486 -0.055 0.050 -0.048
H -2.82026 -1.00743 -1.27177 -0.072 0.032 -0.067
H -1.64950 -0.02333 -2.17129 -0.089 -0.009 -0.084
H -2.24199 0.41522 1.45655 -0.014 0.036 0.049
H -0.90570 -0.69356 1.84130 0.016 -0.049 0.111
H -2.41458 -1.32261 1.15367 -0.015 -0.017 0.093
H 2.16171 -2.11052 -0.88147 0.129 -0.001 0.004
H 0.41111 -2.16432 -0.64833 -0.004 -0.067 0.093
H 1.50325 -2.14098 0.75995 0.015 -0.094 0.087
H 2.43546 0.35478 1.46342 -0.001 -0.033 0.068
H 3.41723 -0.14046 0.07993 0.100 -0.009 0.002
H 2.60368 1.42440 0.06476 0.043 0.078 0.039
H -1.11224 2.26297 0.00208 -0.100 0.108 0.061
H 0.61393 2.52123 -0.22416 0.046 0.040 0.019
H 0.01941 1.89530 1.32176 -0.081 0.039 0.070

Record 5
24
Properties=species:S:1:pos:R:3:forces:R:3 method="wB97M-V/def2-TZVPD" lumo_ev=0.783 total_charge=0 spin_multiplicity=1 homo_energy_ha=-0.28066 orbital_gap_ev=8.420 e_above_lowest_kj_mol=220.9
C -0.42562 0.45668 -1.95068 0.545 -0.255 0.985
C -1.72387 -0.28375 -1.65906 -0.025 -0.071 0.007
C 0.87772 -0.33179 -1.71151 -0.730 -0.723 -1.558
C 0.98838 -1.67258 -1.64654 0.062 1.129 0.361
H -0.42906 0.78134 -2.99707 0.185 -0.062 0.055
H -0.39462 1.37644 -1.35309 0.009 -0.062 -0.042
H 1.76962 0.24928 -1.94575 -0.026 -0.104 0.137
H -1.76942 -0.62448 -0.61965 0.058 0.007 -0.108
H -1.83647 -1.15480 -2.31361 -0.006 0.087 0.123
H -2.58226 0.37722 -1.82198 0.124 -0.118 -0.009
H 1.94676 -2.15097 -1.82716 -0.034 0.072 0.402
H 0.17108 -2.31390 -1.33605 -0.146 0.022 -0.417
C 0.31446 -1.23134 1.98763 -0.065 -0.009 -0.306
C 0.49869 1.23690 1.52377 2.049 -2.021 -0.494
N -0.77813 1.58551 1.83866 -1.407 0.330 0.348
C 1.00753 -0.01227 1.46333 0.300 0.881 1.114
O 1.29990 2.28564 1.18574 -0.566 0.757 -0.076
H 0.68579 2.96748 0.86508 0.504 0.020 -0.051
H -1.31549 0.81479 2.22579 0.055 0.336 -0.075
H -0.82303 2.42178 2.41422 -0.136 -0.285 0.014
H 2.08532 -0.10638 1.33416 -0.359 0.249 -0.555
H -0.39491 -1.60536 1.24412 -0.100 -0.219 0.139
H 1.04685 -2.02251 2.17583 -0.210 0.094 -0.015
H -0.21922 -1.04294 2.92382 -0.083 -0.053 0.022